Record 1
This record from the Open Molecules 2025 dataset describes 2 unconnected molecules or ions with the total composition C5H10O at a distorted geometry. The level of theory is the ωB97M-V functional and the def2-TZVPD basis.

Properties
Lowest unoccupied orbital energy (spin up / spin down)   -6.08 / -9.58 eV
Highest occupied orbital energy (spin up / spin down)   -11.12 / -11.12 eV
Strongest force on any atom   2.6 eV/A
Molar mass   86.134 g mol⁻¹
Energy relative to the best compared isomer or geometry (same formula, charge and spin)   2.198 eV
Frontier orbital gap (spin up / spin down)   5.047 / 1.548 eV
2S+1   2
Charge   +1

```
16
C5H10O, DFT the ωB97M-V functional and the def2-TZVPD basis
C 3.136 -0.072 0.256
C 4.429 0.550 0.734
C 5.271 1.249 -0.012
H 3.400 -1.031 -0.193
H 2.561 -0.280 1.164
H 2.480 0.442 -0.451
H 4.692 0.225 1.739
H 6.277 1.499 0.284
H 5.108 1.329 -1.080
C -4.476 -0.538 -0.724
C -5.482 -0.838 0.195
O -6.734 -0.657 -0.225
H -3.434 -0.833 -0.688
H -4.824 -0.299 -1.729
H -5.559 -1.011 1.273
H -6.844 0.265 -0.544
```

---

Record 2
This record from the Open Molecules 2025 dataset describes 2 unconnected molecules or ions with the total composition C10H10N2 at a distorted geometry. The level of theory is the ωB97M-V functional and the def2-TZVPD basis.

Properties
Lowest unoccupied orbital energy   -0.24 eV
Structure (SMILES)   c1ccncc1.c1ccncc1
Highest occupied orbital energy   -8.25 eV
Strongest force on any atom   8.3 eV/A
Molar mass   158.204 g mol⁻¹
Energy relative to the best compared isomer or geometry (same formula, charge and spin)   9.351 eV
Frontier orbital gap   8.016 eV

```
22
C10H10N2, DFT the ωB97M-V functional and the def2-TZVPD basis
C 1.052 -1.205 -0.763
C 0.349 -0.017 -0.571
C 1.044 1.194 -0.375
N 2.202 1.147 0.124
C 2.894 -0.087 0.153
C 2.351 -1.187 -0.218
H 0.525 -2.101 -0.996
H -0.696 -0.289 -0.918
H 0.685 2.314 -0.603
H 3.861 -0.171 0.725
H 2.867 -2.237 -0.376
C -0.815 0.200 1.407
C -1.851 -0.787 1.075
C -2.503 -0.829 -0.217
N -2.282 0.068 -1.177
C -1.453 1.140 -0.708
C -0.845 1.298 0.487
H -0.361 0.187 2.377
H -2.056 -1.567 1.906
H -3.352 -1.417 -0.447
H -1.333 1.988 -1.432
H -0.283 2.358 0.544
```

---

Record 3
This record from the Open Molecules 2025 dataset describes a gas-phase ion, C9H12O4P2 (charge -2) at a distorted geometry. The level of theory is the ωB97M-V functional and the def2-TZVPD basis.

Properties
Lowest unoccupied orbital energy   5.40 eV
Structure (SMILES)   CC=[P@]([O-])(O[P@](C)(=O)[O-])c1ccccc1
Highest occupied orbital energy   0.45 eV
Strongest force on any atom   4.8 eV/A
Molar mass   246.139 g mol⁻¹
Energy relative to the best compared isomer or geometry (same formula, charge and spin)   0.000 eV
Frontier orbital gap   4.954 eV
Charge   -2

```
27
C9H12O4P2, DFT the ωB97M-V functional and the def2-TZVPD basis
C 0.335 2.248 1.548
C -0.804 1.465 0.988
P -0.533 1.120 -0.670
O -0.166 2.268 -1.500
O -1.762 0.214 -1.236
P -3.254 -0.345 -1.050
C -3.088 -1.332 0.580
O -3.438 -1.343 -2.174
O -4.257 0.755 -0.985
C 0.958 0.008 -0.743
C 0.925 -1.358 -0.374
C 2.136 -1.998 -0.258
C 3.316 -1.347 -0.344
C 3.384 0.009 -0.551
C 2.134 0.720 -0.726
H 0.009 3.084 2.098
H 0.897 1.719 2.316
H 0.849 2.677 0.665
H -1.087 0.498 1.527
H -3.305 -0.684 1.416
H -2.152 -1.743 0.623
H -3.950 -2.155 0.704
H -0.020 -1.791 -0.196
H 2.142 -3.021 -0.038
H 4.264 -1.939 -0.147
H 4.270 0.482 -0.584
H 2.196 1.788 -0.891
```

---

Record 4
This record from the Open Molecules 2025 dataset describes a molecular structure, C33H35CaN3O2S. The level of theory is the ωB97M-V functional and the def2-TZVPD basis.

Properties
Lowest unoccupied orbital energy   0.05 eV
Highest occupied orbital energy   -7.41 eV
Strongest force on any atom   0.5 eV/A
Molar mass   577.807 g mol⁻¹
Energy relative to the best compared isomer or geometry (same formula, charge and spin)   0.315 eV
Frontier orbital gap   7.459 eV

```
75
C33H35CaN3O2S, DFT the ωB97M-V functional and the def2-TZVPD basis
Ca -0.416 -0.441 0.339
C -1.461 -4.722 -0.234
C -1.834 -3.459 0.499
C -1.390 -3.253 1.798
C -1.806 -2.152 2.546
C -1.332 -1.988 3.963
C -2.674 -1.230 1.959
C -3.129 -1.405 0.646
C -4.081 -0.415 0.028
C -2.688 -2.514 -0.073
H -2.206 -5.497 -0.043
H -0.497 -5.103 0.103
H -1.425 -4.577 -1.313
H -0.725 -3.980 2.253
H -1.444 -2.925 4.510
H -1.896 -1.214 4.480
H -0.280 -1.701 3.982
H -2.953 -0.336 2.503
H -5.107 -0.658 0.309
H -4.016 -0.438 -1.060
H -3.861 0.595 0.374
H -3.039 -2.659 -1.089
C 2.308 -1.583 -1.632
N 1.901 -1.386 -0.239
C 1.878 -2.680 0.450
C 2.885 -0.499 0.408
C 2.529 -0.083 1.821
C 3.581 0.253 2.674
C 3.315 0.762 3.937
C 1.995 0.932 4.333
C 0.963 0.571 3.473
C 1.178 0.038 2.192
H 3.354 -1.909 -1.695
H 2.194 -0.652 -2.188
H 1.679 -2.338 -2.097
H 2.861 -3.170 0.414
H 1.144 -3.334 -0.028
H 1.603 -2.531 1.494
H 2.952 0.393 -0.227
H 3.878 -0.974 0.382
H 4.612 0.124 2.355
H 4.130 1.027 4.599
H 1.777 1.348 5.311
H -0.059 0.733 3.810
O -2.483 3.277 -0.493
S -1.389 2.467 -0.028
O -1.635 1.609 1.140
N -0.823 1.453 -1.075
C -0.701 1.602 -2.432
C -0.630 2.772 -3.153
C -0.505 2.752 -4.555
C -0.456 1.580 -5.253
C -0.538 0.353 -4.553
C -0.534 -0.905 -5.197
C -0.655 -2.047 -4.467
C -0.760 -1.938 -3.066
N -0.746 -0.801 -2.418
C -0.654 0.355 -3.147
C -0.096 3.579 0.450
C 1.190 3.094 0.661
C 2.178 3.956 1.097
C 1.882 5.299 1.305
C 0.602 5.779 1.078
C -0.399 4.916 0.650
H -0.690 3.711 -2.618
H -0.453 3.692 -5.090
H -0.363 1.574 -6.332
H -0.439 -0.938 -6.277
H -0.669 -3.019 -4.941
H -0.838 -2.832 -2.457
H 1.397 2.047 0.501
H 3.177 3.582 1.285
H 2.657 5.971 1.651
H 0.379 6.826 1.235
H -1.406 5.265 0.466
```